ORCA calculation (ωB97M-V/def2-TZVPD) on a cluster of 8 separate species, C44H88BrN2O8 in total at a distorted geometry.

```
143
Properties=species:S:1:pos:R:3:lowdin_charge:R:1
H 0.02403 0.11471 -6.16790 0.1211
H -1.80139 -1.35222 -6.61188 0.1188
C -0.67408 -0.03604 -5.33942 -0.1990
C 0.89418 -5.58624 1.36973 -0.1777
C -2.64839 -9.26738 -2.14857 -0.2176
C 2.70993 -2.36084 -0.61983 -0.3418
H 2.46339 3.13811 -1.68083 0.1169
H 2.20463 -7.44920 0.62582 0.1454
H -2.00175 -4.53731 1.97887 0.1393
C -1.59082 -10.26305 -4.10185 -0.1092
H -1.94075 -6.15382 -0.75863 0.1759
C 0.00577 7.54755 -0.93253 -0.1807
H -3.93019 4.07925 7.35730 0.1186
O 2.01217 2.74200 0.28248 -0.1471
H -0.92842 -3.39055 1.44001 0.1136
C 7.15189 -0.64497 2.01599 -0.1775
Br 3.44726 -6.38897 -4.12382 0.5307
H -0.80265 -2.85986 -4.47065 0.1120
H -2.73652 -1.98275 5.20176 0.1184
H 1.63910 -2.40516 1.39452 0.1137
H 2.75417 -2.39712 -3.00441 0.1035
H 7.09215 -1.43173 1.25456 0.1164
H -2.86902 2.11902 8.31671 0.1185
C 3.20523 4.68383 -0.35811 -0.1850
C 1.22156 9.10228 -2.20527 -0.1958
H -1.09998 -2.02815 -2.92786 0.1031
H 0.05327 -9.45827 -1.55353 0.1363
H -2.71034 0.09022 -6.12238 0.1195
H 2.86137 -4.44383 1.86761 0.1385
C -4.36058 -0.95931 4.25034 -0.1871
C -3.96502 2.12650 8.34494 -0.1779
C 1.06748 -7.16373 0.84770 -0.0853
H 2.69384 3.39040 2.10729 0.1193
C 1.33541 7.71044 -1.62263 -0.1907
C 2.00674 -2.54945 -2.11591 -0.1011
C -4.50422 0.83080 7.77919 -0.2024
H -3.28737 -1.59690 2.48091 0.1047
H 0.20761 9.09117 0.57268 0.1204
H 3.52976 1.95974 1.46344 0.0897
H -2.21782 -10.18400 -0.10762 0.1372
H 4.77767 3.25100 -0.10390 0.1029
H 1.10055 -1.77625 -2.12482 0.0836
H -2.99165 13.96768 -4.29239 0.1171
H -2.87609 -0.72491 -3.84178 0.1198
C -2.35112 13.18216 -3.88205 -0.2071
H -2.64203 -8.34956 -0.02996 0.1069
O 0.37200 9.85297 -1.32672 -0.1596
C 1.42422 -6.12786 -4.14543 -0.5463
H 2.74607 5.48224 0.23692 0.1088
N -0.49668 -5.28409 0.82903 -0.1276
C -4.40838 2.39194 6.05426 -0.2024
H 2.05688 -7.97699 -1.52412 0.1398
H -3.41987 2.50487 5.59587 0.1184
H -0.76214 7.27456 -1.66610 0.1194
H 2.62977 -0.17106 -1.32838 0.0914
C 1.66141 -3.09430 0.44599 -0.2056
O 5.43163 0.86363 1.40827 -0.1842
H 6.52966 0.81829 -0.32589 0.1238
C 6.62083 1.21870 0.68935 -0.1997
H 1.18427 4.16005 -0.98816 0.1117
H -1.62882 12.18318 -0.79325 0.1189
H -0.52382 -7.21502 -3.29566 0.1019
C -2.82858 11.41069 -2.44830 -0.2062
H 2.19142 9.60024 -2.29393 0.1213
C -4.27588 -1.70983 2.93931 -0.2058
H 0.74749 9.08247 -3.19230 0.1212
H -5.16564 2.71617 5.33514 0.1218
O -0.09829 -0.93352 -4.38019 -0.1533
H -3.73015 -4.12705 4.89221 0.1113
H -3.11488 -2.22074 -4.76541 0.1160
O -4.59326 1.00241 6.35801 -0.1732
H 6.70312 2.30775 0.62885 0.1121
H -2.49174 -10.38086 -4.84745 0.1123
H -3.86265 -0.02528 8.00717 0.1130
H 5.01507 -0.95248 2.32428 0.1078
H 1.80884 -6.09856 -1.58539 0.0865
C 2.14881 -4.58956 0.92082 -0.1238
C -1.81408 13.52780 -2.51042 -0.1811
H 1.49734 -3.62444 -2.10231 0.0555
C -0.93680 -6.14981 -0.15912 0.1693
H -5.37921 -3.47972 5.03939 0.1215
H -0.71048 11.71207 -2.23587 0.1012
H -0.83785 0.92539 -4.84122 0.1201
H 1.01421 -8.31897 -3.63647 0.1180
H 0.83539 -5.59092 2.56187 0.1705
H -5.03313 -1.38560 2.22018 0.1208
C -2.41004 -1.41150 -4.55853 -0.1808
H -1.11022 -9.19901 -4.21518 0.0639
O -4.46075 -3.09936 3.24306 -0.1583
H 2.14354 7.68031 -0.88229 0.1095
H -1.31959 9.17245 -0.33361 0.1164
H 1.24171 -5.02166 -3.76844 0.0504
H 3.41894 -0.36027 0.47193 0.0683
H 0.60928 -3.06385 -0.07690 0.0988
H -0.72751 -11.04367 -4.31371 0.1164
H 1.53530 6.94660 -2.37834 0.1156
H -4.27933 2.30522 9.37634 0.1189
H -3.82192 -9.46010 -2.04431 0.1435
H -5.53976 3.37263 7.59729 0.1203
C -0.38984 -8.91113 -0.58989 -0.1242
H 8.12033 1.25416 2.22967 0.1214
C -4.37172 -3.27097 4.66424 -0.2064
H 3.80206 -2.77970 -0.56163 0.1360
C -4.49308 3.14246 7.36529 -0.1777
C 4.09560 3.84183 0.51882 -0.1750
H 3.72642 5.14247 -1.20221 0.1180
C 3.09857 2.92982 1.19986 -0.1985
H -1.53726 12.98954 -4.58955 0.1163
H -0.89105 14.11176 -2.54878 0.1158
C -0.25304 8.94379 -0.41023 -0.1991
C 5.76267 -0.15537 2.36184 -0.2022
H 0.00979 6.79125 -0.14355 0.1116
C 7.78335 0.58932 1.42561 -0.1731
C -1.08752 -1.90555 -4.01437 -0.2256
C 2.14984 3.68802 -0.78679 -0.2033
H 5.73912 0.29937 3.35818 0.1228
C 0.11224 -7.35617 -0.51131 -0.3037
H -5.40726 -0.72914 4.48233 0.1237
C 2.61369 -0.72639 -0.29500 -0.0926
H 0.67453 -7.81082 1.75634 0.1311
C -1.98146 -0.65215 -5.78753 -0.1781
C 1.24875 -7.12069 -1.70197 -0.1760
H -4.14683 -1.79655 6.26138 0.1087
C -1.64470 12.16689 -1.88595 -0.1898
C -3.83252 -1.97527 5.22998 -0.1758
H -3.79769 -0.02252 4.24235 0.1116
C -2.01091 -9.13029 -0.62987 -0.1602
H 1.12153 -6.21469 -5.29436 0.0877
C 0.64518 -7.26731 -3.22312 -0.2479
O -2.08819 -10.49544 -2.73644 -0.2553
H -2.56124 14.10271 -1.95044 0.1160
H 4.69402 4.42290 1.22505 0.1225
N -1.40309 -4.27980 1.14040 0.0847
H 1.53443 -0.52446 0.16796 0.0972
H 7.69035 -1.04415 2.87923 0.1185
H 0.00945 -9.52788 0.35017 0.1366
H -2.53743 -8.30594 -2.80536 0.1126
H 2.82099 -5.05421 0.07680 0.1122
H -3.72014 11.54955 -1.82765 0.1165
H -2.63390 10.33863 -2.54451 0.1113
H -5.51171 0.62205 8.15434 0.1220
H 8.63648 0.37901 0.77565 0.1200
O -3.10350 11.96927 -3.74040 -0.1380
```

Summary:
Energy, eV: -136439.89862
HOMO level, eV: -10.09
Frontier orbital gap, eV: 5.92
Net charge: +1